Record 1
DFT (ωB97M-V with the def2-TZVPD basis set) results for C40H38N4O6P2PbS3 as an isolated structure.

```
! wB97M-V def2-TZVPD RIJCOSX def2/J DEFGRID3
* xyz 0 1
Pb 0.571 -0.528 -0.370
C 1.175 -5.218 -1.533
C 0.207 -4.138 -1.157
N 0.280 -3.447 -0.088
N 1.337 -3.690 0.748
C 1.527 -2.790 1.756
N 2.743 -2.786 2.287
S 0.285 -1.771 2.303
C -0.927 -3.770 -2.050
C -1.595 -4.743 -2.783
C -2.677 -4.368 -3.565
C -3.037 -3.034 -3.605
C -2.298 -2.128 -2.857
N -1.270 -2.477 -2.090
H 1.281 -5.943 -0.723
H 2.161 -4.779 -1.714
H 0.877 -5.731 -2.442
H 2.200 -4.041 0.327
H 3.510 -3.176 1.745
H 2.932 -2.049 2.945
H -1.291 -5.778 -2.728
H -3.224 -5.108 -4.133
H -3.868 -2.690 -4.206
H -2.546 -1.074 -2.879
C -2.569 1.542 1.769
C -1.953 2.800 1.144
P -0.175 2.586 0.632
C 0.685 3.022 2.184
C 1.127 4.306 2.487
C 1.742 4.561 3.704
C 1.915 3.543 4.631
C 1.482 2.259 4.331
C 0.883 2.000 3.108
C 0.084 4.042 -0.435
C -0.707 5.190 -0.372
C -0.455 6.263 -1.213
C 0.594 6.202 -2.122
C 1.387 5.067 -2.187
C 1.134 3.988 -1.351
P -2.421 0.060 0.671
C -3.490 -1.193 1.430
C -4.612 -0.921 2.210
C -5.383 -1.957 2.714
C -5.045 -3.275 2.435
C -3.927 -3.556 1.663
C -3.145 -2.520 1.171
C -3.344 0.562 -0.830
C -4.638 0.133 -1.121
C -5.240 0.473 -2.326
C -4.561 1.249 -3.254
C -3.272 1.682 -2.979
C -2.665 1.330 -1.782
H -3.610 1.744 2.026
H -2.049 1.276 2.695
H -2.022 3.624 1.856
H -2.518 3.084 0.254
H 1.012 5.109 1.769
H 2.094 5.561 3.925
H 2.395 3.748 5.579
H 1.628 1.452 5.037
H 0.605 0.980 2.866
H -1.522 5.260 0.337
H -1.075 7.148 -1.156
H 0.791 7.041 -2.777
H 2.205 5.012 -2.894
H 1.750 3.099 -1.410
H -4.895 0.101 2.429
H -6.251 -1.735 3.323
H -5.651 -4.082 2.826
H -3.649 -4.582 1.459
H -2.246 -2.738 0.606
H -5.176 -0.483 -0.412
H -6.245 0.129 -2.536
H -5.033 1.510 -4.193
H -2.729 2.281 -3.698
H -1.644 1.647 -1.598
O 3.589 2.267 0.547
S 3.282 0.959 0.033
O 2.466 0.143 0.972
O 2.634 0.957 -1.282
C 4.845 0.094 -0.121
C 5.954 0.844 0.263
C 7.230 0.314 0.215
C 7.418 -0.987 -0.220
C 6.326 -1.743 -0.605
C 5.035 -1.223 -0.564
S 3.838 -2.431 -1.160
O 4.020 -3.581 -0.257
O 4.201 -2.696 -2.524
O 2.482 -1.893 -1.010
H 5.787 1.856 0.602
H 8.074 0.921 0.517
H 8.411 -1.415 -0.263
H 6.465 -2.758 -0.954
*
```

## Properties
**Energy above the lowest of the compared OMol25 structures with the same formula, charge and spin**: 0.0 kJ/mol
**Highest occupied orbital energy**: -8.2 eV

---

Record 2
DFT (ωB97M-V with the def2-TZVPD basis set) results for C40H39CaN5O10 as an isolated structure.

```
! wB97M-V def2-TZVPD RIJCOSX def2/J DEFGRID3
* xyz 0 1
Ca 0.599 -0.926 -0.415
O 3.708 -3.255 0.288
C 2.509 -3.040 0.434
O 1.645 -2.876 -0.500
C 1.945 -2.979 1.871
C 0.466 -3.391 1.882
C 0.014 -3.786 3.287
C -0.048 -2.408 3.987
C 0.361 -1.469 2.850
O -0.206 -2.120 1.681
C 1.863 -1.562 2.571
C 2.382 -0.342 1.770
O 3.594 -0.147 1.752
O 1.490 0.372 1.182
H 2.557 -3.646 2.476
H 0.190 -4.070 1.082
H -0.966 -4.263 3.256
H 0.712 -4.478 3.756
H -1.057 -2.179 4.333
H 0.628 -2.326 4.837
H -0.018 -0.454 2.911
H 2.447 -1.585 3.490
O 0.991 5.590 -5.056
C 1.617 4.578 -4.424
O 2.727 4.260 -4.766
C 0.887 3.898 -3.317
C 1.639 3.207 -2.364
C 1.020 2.446 -1.394
C -0.374 2.366 -1.371
C -1.133 3.078 -2.292
C -0.501 3.840 -3.264
N -0.989 1.494 -0.456
C -1.685 1.967 0.483
C -2.387 1.083 1.437
C -3.075 1.638 2.508
C -3.735 0.788 3.382
C -3.681 -0.573 3.144
C -2.958 -1.031 2.047
N -2.321 -0.228 1.207
H 0.163 5.802 -4.608
H 2.719 3.263 -2.407
H 1.602 1.918 -0.647
H -2.212 2.986 -2.279
H -1.110 4.330 -4.015
H -1.803 3.046 0.632
H -3.086 2.711 2.650
H -4.279 1.182 4.230
H -4.183 -1.278 3.793
H -2.875 -2.091 1.844
N 2.610 -0.148 -1.704
C 3.726 -0.324 -1.426
N 4.973 -0.526 -1.120
C 5.732 0.483 -0.370
C 6.563 -0.214 0.689
O 7.366 -1.226 0.101
C 6.530 -2.255 -0.410
C 5.678 -1.738 -1.555
H 5.025 1.164 0.098
H 6.386 1.024 -1.063
H 5.896 -0.640 1.443
H 7.238 0.502 1.158
H 5.877 -2.645 0.373
H 7.184 -3.049 -0.771
H 4.936 -2.486 -1.828
H 6.309 -1.491 -2.415
C 3.609 3.127 -7.675
O 2.617 2.364 -7.002
C 1.328 2.733 -7.167
C 0.865 3.608 -8.141
C -0.487 3.919 -8.199
C -1.378 3.382 -7.283
C -0.915 2.527 -6.294
C 0.427 2.188 -6.245
N 0.992 1.424 -5.192
C 0.467 0.475 -4.441
C -0.664 -0.325 -4.638
C -1.297 -0.568 -5.892
C -2.278 -1.500 -6.003
C -2.679 -2.238 -4.853
C -2.106 -2.047 -3.637
C -1.078 -1.061 -3.459
O -0.569 -0.810 -2.336
H 3.530 4.179 -7.395
H 3.527 3.011 -8.758
H 4.564 2.732 -7.342
H 1.550 4.049 -8.849
H -0.840 4.595 -8.966
H -2.428 3.635 -7.327
H -1.591 2.122 -5.553
H 1.903 1.768 -4.908
H 1.035 0.281 -3.534
H -0.961 -0.036 -6.771
H -2.738 -1.703 -6.960
H -3.460 -2.982 -4.959
H -2.407 -2.616 -2.767
*
```

## Properties
**Energy above the lowest of the compared OMol25 structures with the same formula, charge and spin**: 39.7 kJ/mol
**Highest occupied orbital energy**: -8.0 eV

---

Record 3
DFT (ωB97M-V with the def2-TZVPD basis set) results for C40H39Cl3LuNO2P2S4 as an isolated structure in a non-equilibrium geometry.

```
! wB97M-V def2-TZVPD RIJCOSX def2/J DEFGRID3
* xyz 0 1
Lu 0.734 -0.080 0.952
S 0.595 -2.181 -0.796
P 2.168 -1.086 -1.387
C 2.221 0.579 -0.832
P 0.882 1.373 -1.602
S -0.994 0.964 -0.890
C 1.145 3.155 -1.368
C 0.247 4.046 -1.941
C 0.485 5.405 -1.853
C 1.617 5.867 -1.200
C 2.508 4.976 -0.624
C 2.269 3.617 -0.702
C 0.776 1.299 -3.413
C -0.310 0.766 -4.088
C -0.288 0.711 -5.470
C 0.813 1.176 -6.169
C 1.900 1.704 -5.488
C 1.885 1.767 -4.110
C 2.408 -1.361 -3.170
C 1.433 -1.899 -3.995
C 1.691 -2.037 -5.348
C 2.913 -1.646 -5.870
C 3.886 -1.109 -5.041
C 3.633 -0.962 -3.692
C 3.650 -1.890 -0.700
C 3.734 -3.277 -0.758
C 4.820 -3.923 -0.198
C 5.825 -3.184 0.408
C 5.759 -1.802 0.433
C 4.670 -1.150 -0.121
H -0.621 3.656 -2.458
H -0.196 6.109 -2.310
H 1.814 6.927 -1.153
H 3.389 5.341 -0.117
H 2.945 2.894 -0.265
H -1.162 0.408 -3.526
H -1.135 0.299 -5.997
H 0.826 1.128 -7.249
H 2.762 2.065 -6.030
H 2.724 2.172 -3.557
H 0.488 -2.207 -3.568
H 0.936 -2.454 -5.998
H 3.110 -1.765 -6.926
H 4.841 -0.808 -5.447
H 4.372 -0.538 -3.024
H 2.935 -3.831 -1.235
H 4.881 -5.002 -0.225
H 6.667 -3.689 0.859
H 6.550 -1.227 0.892
H 4.605 -0.070 -0.118
C -3.336 -4.428 -0.016
C -2.649 -3.217 -0.656
C -3.374 -2.814 -1.934
C -2.539 -2.102 0.355
C -1.662 -2.257 1.432
C -1.569 -1.293 2.434
C -2.353 -0.130 2.376
C -2.372 0.832 3.531
C -3.192 0.034 1.280
C -3.292 -0.938 0.296
H -3.468 -5.211 -0.757
H -4.316 -4.152 0.370
H -2.740 -4.830 0.799
H -1.627 -3.503 -0.924
H -4.431 -2.638 -1.748
H -3.296 -3.615 -2.664
H -2.929 -1.917 -2.356
H -1.088 -3.174 1.518
H -0.997 -1.505 3.334
H -1.359 1.096 3.833
H -2.864 0.366 4.387
H -2.920 1.739 3.280
H -3.802 0.925 1.204
H -3.976 -0.771 -0.520
S 0.485 2.695 1.979
C -0.932 3.542 1.836
N -1.782 3.465 0.828
C -2.995 4.241 0.874
C -2.856 5.253 2.014
S -1.450 4.686 3.047
H -1.632 2.750 0.101
H -3.851 3.575 1.034
H -3.132 4.749 -0.084
H -3.748 5.305 2.634
H -2.604 6.250 1.654
Cl 3.190 1.000 4.871
C 3.219 0.129 3.366
Cl 3.320 1.276 1.997
Cl 4.547 -1.007 3.280
C 1.880 -0.490 2.949
O 0.851 0.112 3.272
O 1.940 -1.384 2.087
*
```

## Properties
**Energy above the lowest of the compared OMol25 structures with the same formula, charge and spin**: 144.0 kJ/mol
**Highest occupied orbital energy**: -7.6 eV

---

Record 4
DFT (ωB97M-V with the def2-TZVPD basis set) results for C40H39Cl5N3OPSV as an isolated structure in a non-equilibrium geometry.

```
! wB97M-V def2-TZVPD RIJCOSX def2/J DEFGRID3
* xyz 1 1
V -0.736 0.646 -0.028
C -4.758 -0.093 4.783
C -3.760 1.052 4.837
N -3.584 1.687 3.522
C -4.615 2.673 3.155
C -4.169 4.098 3.447
C -2.583 1.386 2.717
S -2.452 2.140 1.176
N -1.648 0.513 3.246
C -0.956 -0.264 2.512
O -1.253 -0.473 1.202
C 0.218 -0.978 3.048
C 0.761 -0.604 4.275
C 1.904 -1.233 4.738
C 2.507 -2.236 3.984
C 1.964 -2.611 2.762
C 0.822 -1.977 2.296
H -4.808 -0.586 5.754
H -4.452 -0.831 4.040
H -5.761 0.252 4.531
H -2.793 0.698 5.177
H -4.092 1.835 5.520
H -5.500 2.424 3.736
H -4.863 2.545 2.104
H -3.827 4.194 4.479
H -5.004 4.784 3.302
H -3.360 4.398 2.782
H 0.290 0.184 4.847
H 2.331 -0.940 5.688
H 3.399 -2.726 4.353
H 2.425 -3.394 2.173
H 0.392 -2.260 1.349
Cl -0.987 3.691 -1.545
C -1.849 2.392 -2.312
C -1.846 1.148 -1.704
C -2.569 0.152 -2.354
Cl -2.665 -1.422 -1.615
C -3.214 0.346 -3.568
Cl -4.043 -0.947 -4.338
C -3.160 1.601 -4.169
Cl -3.917 1.865 -5.686
C -2.483 2.635 -3.530
Cl -2.416 4.191 -4.255
C 2.346 3.443 1.682
C 1.419 2.956 0.560
C 2.203 2.764 -0.733
C 0.721 1.696 1.064
H 2.981 4.257 1.329
H 2.998 2.635 2.029
H 1.776 3.807 2.539
H 0.666 3.729 0.406
H 3.053 2.095 -0.574
H 2.593 3.720 -1.086
H 1.587 2.338 -1.526
H 0.215 1.924 2.001
H 1.450 0.899 1.238
N 0.378 -0.130 -1.008
P 1.228 -1.217 -1.855
C 1.141 -2.915 -1.282
C -0.038 -3.461 -0.778
C -0.082 -4.790 -0.389
C 1.049 -5.588 -0.511
C 2.227 -5.052 -1.012
C 2.279 -3.718 -1.392
C 2.956 -0.782 -1.797
C 3.725 -0.692 -2.953
C 5.082 -0.406 -2.853
C 5.661 -0.220 -1.607
C 4.894 -0.322 -0.450
C 3.542 -0.603 -0.542
C 0.605 -1.130 -3.517
C 0.464 0.144 -4.078
C -0.077 0.279 -5.344
C -0.478 -0.853 -6.048
C -0.336 -2.117 -5.493
C 0.205 -2.261 -4.223
H -0.916 -2.843 -0.668
H -1.000 -5.200 0.011
H 1.011 -6.628 -0.212
H 3.112 -5.669 -1.104
H 3.207 -3.311 -1.772
H 3.271 -0.838 -3.925
H 5.683 -0.331 -3.749
H 6.717 0.006 -1.533
H 5.351 -0.179 0.521
H 2.943 -0.698 0.359
H 0.759 1.023 -3.515
H -0.196 1.264 -5.780
H -0.908 -0.746 -7.036
H -0.658 -2.992 -6.043
H 0.298 -3.245 -3.780
*
```

## Properties
**Energy above the lowest of the compared OMol25 structures with the same formula, charge and spin**: 53.5 kJ/mol
**Highest occupied orbital energy**: -11.1 eV

---

Record 5
DFT (ωB97M-V with the def2-TZVPD basis set) results for C40H39F3N5O3PSSbTi as an isolated structure in a non-equilibrium geometry.

```
! wB97M-V def2-TZVPD RIJCOSX def2/J DEFGRID3
* xyz 1 3
Ti 0.648 -0.525 -1.722
N 1.917 2.174 -0.920
P 2.302 0.567 -0.337
C 4.019 0.435 -0.954
C 4.243 0.346 -2.328
C 5.520 0.095 -2.798
C 6.574 -0.069 -1.910
C 6.356 0.051 -0.548
C 5.084 0.306 -0.069
C 2.544 0.892 1.436
C 2.831 -0.176 2.286
C 3.136 0.055 3.616
C 3.153 1.346 4.118
C 2.848 2.407 3.280
C 2.544 2.187 1.949
C 1.456 2.270 -2.206
C 1.602 3.459 -2.927
C 1.250 3.496 -4.261
C 0.776 2.327 -4.855
C 0.586 1.212 -4.070
N 0.860 1.178 -2.745
H 2.446 2.989 -0.624
H 3.419 0.438 -3.032
H 5.694 0.001 -3.861
H 7.562 -0.298 -2.280
H 7.169 -0.072 0.154
H 4.916 0.388 0.995
H 2.852 -1.178 1.888
H 3.373 -0.778 4.259
H 3.413 1.529 5.150
H 2.860 3.420 3.653
H 2.315 3.034 1.317
H 2.010 4.326 -2.434
H 1.368 4.402 -4.831
H 0.539 2.298 -5.906
H 0.207 0.285 -4.496
C -3.132 0.371 -3.604
N -3.401 -0.698 -2.671
C -4.432 -0.399 -1.697
C -2.532 -1.718 -2.547
S -0.993 -1.601 -3.284
N -2.899 -2.851 -1.930
C -4.261 -3.353 -1.931
C -1.925 -3.884 -1.646
H -4.073 0.843 -3.875
H -2.667 -0.020 -4.508
H -2.475 1.136 -3.172
H -4.330 0.644 -1.392
H -4.332 -1.017 -0.808
H -5.429 -0.530 -2.119
H -4.903 -2.749 -2.565
H -4.666 -3.396 -0.918
H -4.250 -4.369 -2.332
H -0.962 -3.443 -1.397
H -1.795 -4.550 -2.504
H -2.278 -4.463 -0.794
O 2.627 -1.745 -0.147
N 1.870 -1.904 -1.101
O 0.690 -2.293 -0.908
O 2.180 -1.631 -2.279
F -6.604 -0.351 3.800
C -5.431 -0.400 3.149
C -4.991 0.719 2.463
C -3.782 0.652 1.793
C -3.021 -0.506 1.816
C -3.484 -1.611 2.513
C -4.690 -1.569 3.190
Sb -1.203 -0.699 0.651
C -0.817 1.434 0.857
C -1.016 2.159 -0.313
C -0.926 3.541 -0.321
C -0.619 4.188 0.864
F -0.491 5.525 0.863
C -0.448 3.494 2.048
C -0.562 2.115 2.037
C -0.163 -1.767 2.226
C 0.036 -1.246 3.498
C 0.653 -2.002 4.478
C 1.065 -3.289 4.174
F 1.683 -4.021 5.115
C 0.848 -3.842 2.924
C 0.225 -3.074 1.957
H -5.590 1.618 2.461
H -3.428 1.521 1.254
H -2.895 -2.518 2.530
H -5.062 -2.418 3.742
H -1.261 1.629 -1.240
H -1.094 4.116 -1.219
H -0.235 4.032 2.957
H -0.450 1.575 2.964
H -0.302 -0.248 3.743
H 0.813 -1.601 5.468
H 1.169 -4.851 2.719
H 0.052 -3.501 0.979
*
```

## Properties
**Energy above the lowest of the compared OMol25 structures with the same formula, charge and spin**: 266.8 kJ/mol
**Highest occupied orbital energy (spin up / spin down)**: -9.9 / -11.1 eV
**<S²>**: 2.01

---

| no. | E_tot (eV) |
| --- | --- |
| 1 | -116675.8754 |
| 2 | -88481.5817 |
| 3 | -180809.8540 |
| 4 | -157050.7855 |
| 5 | -113626.0361 |